A molecular structure, C38H39Cl4N6O4S4Tl, computed with wB97M-V/def2-TZVPD.

Atoms and positions in Å:
Tl -0.584 1.059 -0.393
C -0.262 1.751 3.711
C -0.516 0.289 3.531
N -0.977 -0.251 2.456
C -1.173 -1.608 2.587
C -0.829 -2.118 3.796
S -0.260 -0.865 4.817
C -1.759 -2.347 1.457
C -2.383 -3.550 1.527
S -3.026 -3.963 -0.006
C -2.400 -2.464 -0.661
N -1.747 -1.774 0.208
C -2.663 -2.053 -2.073
H -0.342 2.243 2.741
H 0.727 1.937 4.125
H -1.007 2.183 4.382
H -0.864 -3.143 4.130
H -2.554 -4.174 2.390
H -2.381 -2.839 -2.781
H -2.128 -1.125 -2.288
H -3.727 -1.850 -2.207
O 2.764 2.819 -0.858
S 2.573 3.653 0.303
O 3.239 4.945 0.279
N 1.050 3.655 0.687
C 0.415 4.629 1.421
C 0.993 5.734 2.054
C 0.228 6.713 2.707
C -1.133 6.632 2.781
C -1.771 5.500 2.224
C -3.172 5.329 2.310
C -3.751 4.195 1.832
C -2.921 3.198 1.274
N -1.623 3.336 1.141
C -1.022 4.482 1.578
C 3.376 2.767 1.639
C 4.357 3.385 2.400
C 4.957 2.690 3.445
C 4.582 1.382 3.716
C 3.606 0.764 2.940
C 2.994 1.457 1.908
H 2.059 5.863 1.986
H 0.738 7.563 3.151
H -1.727 7.400 3.265
H -3.766 6.113 2.770
H -4.821 4.035 1.877
H -3.338 2.264 0.903
H 4.634 4.403 2.161
H 5.719 3.170 4.049
H 5.057 0.838 4.525
H 3.320 -0.261 3.142
H 2.238 0.991 1.290
Cl -7.650 0.622 -2.770
C -5.919 0.841 -2.746
C -5.236 1.159 -3.899
Cl -6.094 1.373 -5.402
C -3.834 1.304 -3.850
Cl -2.945 1.661 -5.312
C -3.077 1.139 -2.681
O -1.795 1.201 -2.648
C -3.808 0.842 -1.449
O -3.154 0.683 -0.356
C -5.197 0.680 -1.546
Cl -6.037 0.250 -0.071
C 2.230 -3.206 -4.915
C 1.983 -1.753 -5.335
C 2.100 -0.729 -4.205
C 0.942 -0.693 -3.214
N 0.739 -1.931 -2.455
C 1.425 -2.272 -1.341
S 2.663 -1.347 -0.725
N 0.953 -3.400 -0.725
C 1.385 -3.802 0.602
C 2.655 -4.649 0.596
C 2.585 -5.858 -0.333
C 1.451 -6.825 0.006
H 2.403 -3.844 -5.786
H 1.387 -3.619 -4.361
H 3.106 -3.271 -4.264
H 0.998 -1.665 -5.808
H 2.716 -1.490 -6.104
H 2.151 0.275 -4.634
H 3.032 -0.886 -3.658
H 0.008 -0.501 -3.743
H 1.094 0.133 -2.524
H -0.155 -2.377 -2.579
H -0.004 -3.630 -0.945
H 0.563 -4.376 1.030
H 1.539 -2.920 1.228
H 2.830 -4.982 1.627
H 3.493 -4.011 0.309
H 3.539 -6.389 -0.291
H 2.466 -5.501 -1.359
H 1.476 -7.095 1.066
H 1.523 -7.746 -0.575
H 0.475 -6.382 -0.201

## Properties
Gap between HOMO and LUMO, eV: 4.798
DFT total energy, hartree: -5707.11591
Total charge: -2
Multiplicity: 1
HOMO level, eV: -1.39
LUMO level, Eh: 0.125
F_max, hartree/bohr: 0.011